A molecular structure, C31H51ClP2Ti at a distorted geometry, computed with ωB97M-V/def2-TZVPD.

Element x y z (Å)
Ti 1.22348 -2.10220 0.90769
C -0.38298 -1.00295 2.37997
C 0.97427 -1.25546 2.86801
C 0.93327 0.78140 1.77418
C -0.38981 0.31058 1.84633
C 1.81520 -0.19426 2.35928
C -1.61280 -1.73650 2.77954
H -1.47553 -2.82906 2.81931
H -2.43017 -1.53506 2.06315
H -1.95887 -1.39878 3.77572
C -1.61195 1.13970 1.67371
H -2.46715 0.55367 1.32684
H -1.45606 1.94946 0.96190
H -1.89358 1.59325 2.63475
C 1.29020 2.20007 1.50157
H 1.33603 2.79315 2.43591
H 0.53704 2.68332 0.86122
H 2.26105 2.29551 0.99620
C 3.25833 0.00206 2.66935
H 3.50096 -0.33907 3.68222
H 3.52464 1.06500 2.61499
H 3.92273 -0.54612 1.98870
C 1.36730 -2.29586 3.84507
H 1.05762 -1.93083 4.83752
H 2.45603 -2.44579 3.87138
H 0.88374 -3.27756 3.67922
C 0.47029 -2.66034 -0.88674
C -0.01881 -3.50581 0.19434
C 0.67404 -4.77391 0.60899
C 2.15423 -4.64703 1.10511
C 2.77767 -3.26837 1.23866
C 2.98237 -2.48292 0.06140
C 2.94654 -3.13198 -1.31510
C 1.48594 -3.18650 -1.90378
H 0.63385 -5.46901 -0.24096
H 2.77174 -5.25665 0.44341
H 0.08461 -5.22022 1.42784
H 1.24975 -4.22989 -2.22077
H -0.09674 -1.76805 -1.23252
H -1.10551 -3.51770 0.40371
H 1.48426 -2.57819 -2.82921
H 3.60416 -2.60191 -2.03658
H 3.46886 -1.50343 0.10877
H 3.31756 -4.16812 -1.22922
H 2.17223 -5.08888 2.11645
H 3.40577 -3.11913 2.10885
P -3.02623 -0.46829 -1.24121
C -4.75491 0.06041 -1.21352
H -5.23833 -0.39820 -2.08180
H -4.78235 1.15496 -1.24954
H -5.19068 -0.30286 -0.27327
C -2.52042 0.06156 -2.92464
H -3.38800 -0.04706 -3.58528
H -1.69309 -0.56549 -3.28198
H -2.19518 1.10798 -2.88688
C -3.26281 -2.25568 -1.55958
H -2.34309 -2.71530 -1.94786
H -4.08372 -2.35915 -2.28216
H -3.53335 -2.74589 -0.61378
P 2.90192 0.99978 -2.32951
C 4.42224 1.39324 -1.48583
H 5.19154 1.84320 -2.14455
H 4.85776 0.46401 -1.06068
H 4.24256 2.03201 -0.60493
C 3.14249 0.08733 -3.85838
H 3.80211 -0.77454 -3.66423
H 3.57007 0.71684 -4.65988
H 2.18726 -0.36116 -4.19531
C 1.78807 2.40696 -2.48913
H 2.17241 3.16570 -3.18959
H 1.60534 2.86878 -1.50402
H 0.79191 2.06913 -2.81713
Cl -4.63593 3.96059 -0.43976
C -3.42102 4.91384 -1.16844
C -3.66307 6.25189 -1.44708
C -2.65334 7.04362 -2.02915
C -1.41221 6.49522 -2.31519
C -1.14341 5.15873 -2.05380
C -2.13791 4.29723 -1.46293
C -1.87932 2.97010 -1.18988
H -4.63176 6.67402 -1.20886
H -2.86133 8.08649 -2.24767
H -0.62838 7.11761 -2.75469
H -0.17091 4.71286 -2.30146
H -0.87604 2.57819 -1.32301
H -2.68222 2.29259 -0.92473

Summary:
2S+1: 2
DFT total energy: -87177.411 eV
HOMO (spin up / spin down): -9.37 / -9.78 eV
Relative energy (zero: lowest compared OMol25 entry of this formula, charge and spin): 90.71 kJ/mol
Charge: +1
HOMO-LUMO gap (spin up / spin down): 4.192 / 4.609 eV
Lowest unoccupied orbital energy (spin up / spin down): -5.1738 / -5.1725 eV


12 unconnected molecules or ions with the total composition C31H51F7O26S5 at a distorted geometry, computed with ωB97M-V/def2-TZVPD.

Element x y z (Å)
C -6.24438 -4.09203 0.48059
C -5.73540 -2.91779 -0.28615
O -5.21567 -2.00558 0.74071
C -5.48967 -2.54871 1.92991
O -5.14977 -2.08107 2.96303
O -6.29207 -3.63081 1.85125
F -6.67813 -2.27796 -1.03042
H -5.60095 -4.97082 0.39097
H -7.25737 -4.46181 0.12776
H -4.86705 -3.10601 -0.93323
C -0.58504 5.36918 -0.07532
C 0.12908 4.38124 0.77069
O 1.16361 5.13355 1.31000
C 1.44721 6.19395 0.43403
O 2.43612 6.87120 0.49144
O 0.35756 6.35015 -0.37355
F 0.65723 3.46269 -0.09743
H -1.49378 5.84235 0.38308
H -0.92767 4.91939 -1.02532
H -0.44304 3.81506 1.52196
C 0.96967 1.90449 5.45571
C 2.25122 2.70871 5.76949
O 3.25077 1.81161 5.42809
C 2.75621 0.60323 5.03976
O 3.33286 -0.38150 4.67882
O 1.45814 0.63156 5.13747
F 2.24771 2.88309 7.18054
H 0.33633 2.14366 4.62062
H 0.56129 1.80624 6.49111
H 2.47847 3.62930 5.22548
C 5.25519 -1.07637 1.91711
C 6.11591 -1.99692 1.10426
O 6.96898 -1.18853 0.39528
C 6.35706 0.00645 0.29252
O 6.70199 0.89643 -0.41205
O 5.22600 0.06028 1.01218
F 5.26513 -2.65362 0.18684
H 5.71451 -0.73122 2.86597
H 4.23458 -1.36679 1.95741
H 6.70347 -2.72269 1.58732
C -2.07450 -3.42659 1.43285
C -1.50936 -4.73300 1.90693
O -1.84013 -5.60912 0.82938
C -2.87053 -5.11322 0.13659
O -3.43904 -5.78725 -0.71355
O -3.14756 -3.87350 0.51523
F -2.06466 -5.26080 2.99015
H -1.33003 -2.87910 0.83859
H -2.46948 -2.85744 2.26012
H -0.37576 -4.62263 2.04089
C -3.03466 1.97788 -2.84463
C -3.16073 3.27898 -3.44083
O -2.06679 3.39982 -4.28333
C -1.05790 2.54782 -3.85081
O 0.05761 2.45184 -4.30721
O -1.57003 1.68542 -2.98394
F -3.10300 4.22282 -2.36720
H -3.62155 1.31056 -3.39100
H -3.28836 1.98616 -1.76145
H -4.00539 3.59900 -3.99828
C -4.34119 0.97994 2.27917
C -4.78597 1.42878 0.88212
O -3.82794 2.40795 0.45939
C -3.26167 2.92391 1.57766
O -2.76503 3.99273 1.62786
O -3.45674 2.09541 2.64939
F -6.07809 1.93116 0.89593
H -3.72341 0.05734 2.34846
H -5.19427 0.88539 2.91850
H -4.75046 0.66976 0.10435
C -1.60707 -1.62601 -2.14760
S -3.00974 -2.08581 -3.21205
O -3.33016 -0.84950 -3.87867
C -2.11879 -3.11512 -4.35904
H -0.76769 -1.30082 -2.70219
H -1.36203 -2.56316 -1.60198
H -1.88342 -0.90335 -1.39464
H -1.74240 -4.04684 -3.81123
H -1.16821 -2.57135 -4.67107
H -2.79163 -3.37534 -5.18712
C 3.08230 -5.33468 -0.81906
S 1.44338 -4.53352 -0.96109
O 1.23098 -3.59202 0.18861
C 1.91772 -3.46887 -2.32277
H 3.23058 -5.78603 -1.82562
H 2.99511 -5.98198 0.05264
H 3.92941 -4.47893 -0.73515
H 2.71313 -2.82177 -1.92212
H 1.11377 -2.85530 -2.60344
H 2.24550 -3.99994 -3.17623
C 4.27565 4.55282 2.92030
S 4.12109 2.77784 2.48911
O 2.73526 2.42146 2.89885
C 4.06502 2.98531 0.70254
H 5.11613 4.92169 2.43566
H 4.37175 4.55707 4.02427
H 3.38915 5.03744 2.59161
H 5.02965 3.03193 0.28487
H 3.44857 3.81652 0.39949
H 3.64205 2.05340 0.31624
C 1.01357 0.27001 -6.59377
S 1.01417 -0.04193 -4.77004
O 1.18250 -1.55276 -4.63440
C 2.61142 0.76970 -4.44379
H 0.21268 -0.35696 -7.03711
H 2.02833 -0.08779 -6.86790
H 0.83875 1.30671 -6.81685
H 2.73579 0.85256 -3.34443
H 2.62693 1.71986 -4.94603
H 3.32216 0.09620 -4.91247
C 0.96583 0.10408 0.05096
S -0.35483 0.64671 1.01123
O -1.60223 -0.12402 0.63672
C 0.17721 -0.22839 2.52308
H 1.06984 -0.99086 0.24641
H 1.85867 0.75057 0.28612
H 0.75617 0.27010 -0.98545
H 0.46865 -1.23198 2.26687
H -0.60619 -0.29335 3.25873
H 1.12580 0.37281 2.83975

Summary:
DFT total energy: -159404.767 eV
HOMO: -8.93 eV
Charge: 0
HOMO-LUMO gap: 9.223 eV
Lowest unoccupied orbital energy: 0.2974 eV